No. 1
{
  "formula": "C7H12Si",
  "method": "wB97M-V/def2-TZVPD",
  "elements": ["C", "C", "C", "C", "C", "C", "C", "Si", "H", "H", "H", "H", "H", "H", "H", "H", "H", "H", "H", "H"],
  "coordinates": [[-1.587660, 1.036483, 0.142286], [-1.055623, 2.218055, -0.190226], [-0.528169, 0.056462, 0.361661], [0.649257, 0.669121, 0.174734], [0.435697, 2.099849, -0.196735], [-1.354524, -2.149487, -0.472588], [-0.821021, -1.361248, 0.724743], [2.894133, -0.240222, 0.006767], [-2.634174, 0.805490, 0.236929], [-1.572258, 3.133319, -0.418796], [0.863565, 2.334790, -1.174159], [0.894530, 2.779012, 0.526196], [-1.657442, -3.150408, -0.166249], [-0.590381, -2.235939, -1.242403], [-2.218742, -1.646161, -0.903053], [0.083072, -1.837503, 1.106194], [-1.578076, -1.369740, 1.515538], [3.764243, 0.923232, 0.133446], [2.985680, -0.899395, -1.289076], [3.027902, -1.165713, 1.124784]],
  "forces_ev_per_a": [[0.43, -6.35, 1.56], [1.80, 3.63, -1.01], [-7.28, -0.33, 0.37], [7.46, 0.96, -0.88], [0.54, 0.64, -0.10], [0.02, -0.09, 0.09], [-0.06, 0.11, -0.03], [-3.88, 1.36, 0.34], [-0.19, -0.09, 0.08], [-0.13, 0.07, -0.07], [0.25, 0.25, -0.18], [0.33, 0.28, 0.03], [0.02, -0.09, -0.05], [0.02, -0.02, -0.12], [-0.01, 0.00, -0.02], [0.00, -0.04, 0.12], [0.15, -0.08, 0.01], [0.20, 0.16, -0.02], [0.19, -0.16, -0.26], [0.15, -0.22, 0.16]],
  "nbo_charge": [-0.26, -0.14, -0.08, -0.09, -0.54, -0.59, -0.43, 0.77, 0.21, 0.20, 0.19, 0.19, 0.20, 0.20, 0.21, 0.21, 0.22, -0.15, -0.16, -0.16],
  "spin_multiplicity": 3,
  "s2": 2.011,
  "de_lowest_kcal_mol": 9.7,
  "e_tot_ev": -15325.1051
}

***

No. 2
{
  "formula": "C5H5NO",
  "method": "wB97M-V/def2-TZVPD",
  "elements": ["C", "C", "C", "C", "N", "C", "O", "H", "H", "H", "H", "H"],
  "coordinates": [[1.102032, 2.160582, -0.429426], [0.738737, 1.065320, -0.072503], [0.380477, -0.369917, -0.113014], [1.310209, -1.239626, 0.628702], [2.011375, -1.975750, 1.180920], [-1.095520, -0.728404, 0.223397], [-1.983253, 0.102064, -0.470887], [1.463336, 3.095916, -0.799712], [0.504972, -0.626620, -1.170948], [-1.295083, -0.740950, 1.305708], [-1.260345, -1.744538, -0.148984], [-1.876936, 1.001926, -0.133254]],
  "forces_ev_per_a": [[-0.26, -0.76, 0.35], [0.29, 0.49, -0.65], [-0.03, -0.07, -0.04], [0.61, -0.59, 0.56], [-0.77, 0.81, -0.55], [0.11, -0.23, 0.12], [-0.01, 0.25, 0.06], [-0.13, -0.05, 0.29], [-0.01, -0.07, 0.05], [0.25, 0.17, -0.19], [0.01, 0.15, 0.12], [-0.07, -0.09, -0.12]],
  "nbo_charge": [-0.19, -0.02, -0.42, 0.29, -0.30, -0.03, -0.70, 0.25, 0.28, 0.18, 0.20, 0.48],
  "smiles": "C#C[C@@H](C#N)CO",
  "spin_multiplicity": 1,
  "de_lowest_kcal_mol": 60.9,
  "e_tot_ev": -8800.7792
}

***

No. 3
{
  "formula": "C5H6O2",
  "method": "wB97M-V/def2-TZVPD",
  "elements": ["C", "C", "C", "O", "C", "C", "O", "H", "H", "H", "H", "H", "H"],
  "coordinates": [[2.412439, 0.684743, -0.499857], [1.464250, -0.030327, -0.303899], [0.330646, -0.938469, -0.041246], [0.302878, -2.018032, -0.921529], [-1.010150, -0.180508, -0.094419], [-1.165625, 1.039308, 0.764853], [-1.885859, -0.618740, -0.812267], [3.260052, 1.312346, -0.675406], [0.434416, -1.302507, 0.996792], [-0.575406, -1.978983, -1.343647], [-2.212213, 1.347004, 0.784248], [-0.543938, 1.848397, 0.364816], [-0.811494, 0.835768, 1.781563]],
  "forces_ev_per_a": [[-0.39, -0.24, 0.09], [0.41, 0.25, -0.07], [0.05, 0.13, 0.16], [-0.09, -0.07, -0.13], [-0.35, -0.11, -0.25], [-0.04, 0.04, 0.05], [0.49, 0.25, 0.37], [-0.19, -0.13, 0.02], [-0.03, 0.06, -0.14], [0.10, -0.04, 0.03], [0.15, -0.03, -0.02], [-0.10, -0.14, 0.04], [-0.04, 0.03, -0.15]],
  "nbo_charge": [-0.22, -0.03, -0.07, -0.69, 0.60, -0.73, -0.54, 0.24, 0.21, 0.49, 0.24, 0.26, 0.24],
  "smiles": "C#C[C@H](O)C(C)=O",
  "spin_multiplicity": 1,
  "de_lowest_kcal_mol": 47.8,
  "e_tot_ev": -9375.0228
}